Here is C15H13BaNO7STe as an isolated structure in a non-equilibrium geometry from OMol25. Energies are from the ωB97M-V functional and the def2-TZVPD basis.

Computed properties:
Highest occupied orbital energy ... -1.3 eV
Lowest unoccupied orbital energy ... 4.31 eV
Charge ... -2
Spin multiplicity ... 1

Last column: natural (NBO) charge in e.
Element x y z (Å)
Ba 0.277 0.077 -1.338  1.826
O 1.169 3.819 -0.526  -0.685
C 1.251 2.681 -0.063  0.713
O 1.973 1.695 -0.451  -0.853
C 0.340 2.382 1.144  0.104
C -0.049 3.413 1.985  -0.243
C -0.824 3.076 3.083  -0.184
C -1.211 1.750 3.272  -0.250
C -0.837 0.797 2.340  0.108
N -0.053 1.112 1.298  -0.485
C -1.321 -0.652 2.469  0.743
O -1.593 -1.026 3.614  -0.722
O -1.378 -1.302 1.379  -0.797
H 0.252 4.423 1.750  0.233
H -1.135 3.840 3.787  0.193
H -1.801 1.431 4.119  0.232
C -3.688 0.227 -2.725  -0.616
C -3.127 -0.764 -1.714  0.140
C -4.242 -1.526 -1.004  -0.630
O -2.368 0.012 -0.774  -0.829
C -2.241 -1.789 -2.494  0.768
O -2.824 -2.509 -3.300  -0.717
O -0.974 -1.762 -2.241  -0.914
H -4.391 0.900 -2.230  0.192
H -4.189 -0.309 -3.530  0.221
H -2.876 0.824 -3.152  0.225
H -5.018 -0.833 -0.668  0.188
H -3.835 -2.039 -0.129  0.223
H -4.672 -2.259 -1.685  0.227
H -2.136 -0.532 0.044  0.523
Te 0.733 2.033 -4.061  -0.441
C 0.169 0.715 -5.606  -0.444
C -0.489 -0.490 -5.555  -0.345
C -0.706 -1.094 -6.838  -0.252
C -0.214 -0.354 -7.867  -0.480
S 0.519 1.091 -7.266  0.368
H -0.814 -0.950 -4.632  0.242
H -1.213 -2.042 -6.969  0.209
H -0.240 -0.568 -8.924  0.208

=====

Here is one molecule with the formula C8H17N5O3 in a non-equilibrium geometry from OMol25. Energies are from the ωB97M-V functional and the def2-TZVPD basis.

Computed properties:
Highest occupied orbital energy ... -8.6 eV
Lowest unoccupied orbital energy ... 0.30 eV
Charge ... 0
SMILES ... [H]/N=C(/N)NCCC[C@H](N)C(=O)NCC(=O)O
Spin multiplicity ... 1

Last column: natural (NBO) charge in e.
Element x y z (Å)
C 0.573 -0.022 1.026  -0.186
C 0.667 -1.089 0.027  0.690
C 0.222 1.404 0.456  -0.380
C -1.259 1.710 0.164  -0.420
C -1.675 0.928 -1.096  -0.230
C -3.476 -0.565 -0.254  0.594
C 2.747 -0.152 -1.105  -0.348
C 4.132 -0.260 -0.524  0.776
H 2.069 0.812 2.314  0.395
H 1.652 -0.693 2.529  0.382
H -0.367 -0.178 1.566  0.228
H 0.640 2.246 1.027  0.224
H 0.935 1.581 -0.523  0.185
H -1.878 1.318 1.059  0.218
H -1.383 2.780 0.197  0.222
H -0.886 0.929 -1.840  0.208
H -2.501 1.452 -1.520  0.206
H -1.633 -1.164 -0.841  0.412
H -4.273 1.282 -0.354  0.344
H -4.321 -2.167 0.816  0.410
H -2.829 -2.488 -0.065  0.390
H 2.015 -2.078 -1.057  0.407
H 2.776 0.021 -2.269  0.230
H 2.401 0.814 -0.739  0.230
H 3.260 -0.744 1.253  0.513
N 1.786 -0.050 1.802  -0.840
N -2.190 -0.353 -0.711  -0.656
N -4.443 0.323 -0.168  -0.829
N -3.642 -1.896 0.107  -0.837
N 1.780 -1.148 -0.801  -0.620
O -0.116 -2.014 -0.077  -0.626
O 5.056 0.169 -1.156  -0.563
O 4.159 -0.710 0.758  -0.729

=====

Here is a 18-piece molecular cluster, C52H144N4O36 overall in a non-equilibrium geometry from OMol25. Energies are from the ωB97M-V functional and the def2-TZVPD basis.

Computed properties:
Highest occupied orbital energy ... -8.7 eV
Lowest unoccupied orbital energy ... 0.21 eV
Charge ... 0
Spin multiplicity ... 1

Last column: Mulliken charge in e.
Element x y z (Å)
C -3.719 -7.338 25.826  0.034
O -4.994 -6.858 26.351  -0.393
C -6.054 -7.802 26.004  -0.512
C -7.443 -7.446 26.668  -0.688
N -7.916 -6.082 26.467  -0.349
C -9.214 -5.843 27.123  -0.664
C -9.287 -5.907 28.661  -0.689
O -9.563 -7.232 29.139  -0.343
C -9.301 -7.443 30.545  -0.725
H -3.498 -8.293 26.303  0.253
H -2.901 -6.671 26.098  -0.004
H -3.630 -7.382 24.740  -0.063
H -5.767 -8.814 26.289  0.367
H -6.101 -7.718 24.919  0.269
H -7.419 -7.545 27.753  0.390
H -8.105 -8.173 26.197  0.370
H -8.101 -6.059 25.474  0.246
H -9.886 -6.569 26.664  0.396
H -9.510 -4.865 26.742  0.400
H -10.050 -5.209 29.007  0.490
H -8.376 -5.456 29.055  0.366
H -9.599 -8.455 30.822  0.246
H -9.757 -6.639 31.122  0.302
H -8.225 -7.379 30.712  0.308
C 0.788 -5.622 32.108  -1.045
O 1.352 -5.957 30.868  -0.350
C 1.797 -7.380 30.925  -0.985
C 1.228 -7.979 29.632  -0.126
N -0.211 -7.999 29.523  -0.341
C -0.634 -8.357 28.145  -0.401
C -0.049 -9.605 27.484  1.174
O -0.062 -10.752 28.305  -0.518
C -1.308 -11.334 28.601  -0.932
H 1.372 -5.982 32.955  0.344
H -0.154 -6.155 32.238  0.391
H 0.553 -4.559 32.069  0.269
H 1.461 -7.925 31.807  0.573
H 2.872 -7.507 30.797  0.278
H 1.605 -8.982 29.436  0.469
H 1.663 -7.393 28.823  -0.062
H -0.489 -7.029 29.562  0.315
H -0.466 -7.502 27.490  0.118
H -1.720 -8.451 28.146  0.420
H 1.001 -9.447 27.238  -0.935
H -0.396 -9.806 26.470  0.329
H -1.749 -10.972 29.530  0.284
H -1.069 -12.373 28.827  0.326
H -1.996 -11.313 27.756  0.322
C 7.203 -9.953 23.672  -0.793
O 7.097 -11.193 23.085  -0.422
C 6.009 -12.052 23.654  0.596
C 6.173 -13.396 22.904  -1.169
N 5.896 -13.216 21.481  0.648
C 5.767 -14.470 20.710  -0.820
C 7.116 -15.180 20.502  -1.073
O 8.001 -14.284 19.789  -0.274
C 9.190 -14.896 19.374  -0.957
H 6.318 -9.523 24.142  0.241
H 7.465 -9.184 22.946  0.291
H 7.929 -9.943 24.485  0.368
H 5.003 -11.658 23.507  -0.565
H 6.133 -12.339 24.699  0.518
H 5.341 -13.930 23.362  0.452
H 7.075 -13.928 23.205  0.522
H 6.702 -12.748 21.093  -0.525
H 5.353 -14.217 19.734  0.276
H 5.121 -15.191 21.210  0.513
H 7.015 -16.113 19.948  0.623
H 7.526 -15.598 21.422  0.459
H 9.633 -15.489 20.174  0.336
H 9.938 -14.142 19.131  0.267
H 8.997 -15.472 18.468  0.333
C 4.128 -4.657 18.616  -0.530
O 3.427 -3.683 17.906  -0.223
C 3.872 -3.487 16.546  -0.502
C 2.749 -3.236 15.571  -0.897
N 2.156 -4.432 14.945  -0.405
C 1.518 -5.249 15.962  0.299
C 0.581 -6.197 15.306  -0.157
O -0.652 -5.685 14.857  -0.409
C -1.604 -6.670 14.557  -0.478
H 5.161 -4.309 18.611  0.550
H 4.068 -5.637 18.144  0.331
H 3.697 -4.751 19.612  -0.240
H 4.551 -4.208 16.090  0.326
H 4.441 -2.557 16.571  0.468
H 3.177 -2.596 14.800  0.431
H 2.058 -2.598 16.123  0.316
H 2.909 -4.978 14.551  0.329
H 0.844 -4.585 16.502  0.082
H 2.199 -5.663 16.705  -0.134
H 0.382 -6.923 16.095  0.052
H 1.180 -6.705 14.551  0.247
H -1.964 -7.205 15.436  0.022
H -1.199 -7.480 13.951  0.329
H -2.494 -6.255 14.083  0.299
C -1.365 -10.084 19.177  0.507
C -1.910 -10.098 17.676  -0.679
O -2.963 -9.138 17.553  -0.609
O -0.861 -8.794 19.390  0.358
H -0.678 -10.870 19.489  -0.303
H -2.169 -10.145 19.910  -0.031
H -2.275 -11.109 17.494  0.441
H -1.097 -9.841 16.997  0.203
H -2.541 -8.281 17.644  0.244
H -1.368 -8.333 20.063  -0.204
C -0.131 -3.802 28.906  -0.607
C 1.214 -4.059 28.173  -0.177
O 2.297 -4.295 29.095  -0.662
O -0.839 -5.005 29.061  -0.240
H -0.650 -3.200 28.160  0.399
H 0.045 -3.241 29.824  0.266
H 1.578 -3.131 27.730  0.347
H 1.204 -4.783 27.358  0.116
H 1.911 -5.008 29.608  0.518
H -1.741 -4.818 29.329  0.151
C -2.758 -10.002 22.709  -0.160
C -3.371 -8.705 22.005  -0.822
O -2.364 -7.792 21.650  -0.292
O -1.915 -9.770 23.805  0.216
H -2.101 -10.634 22.110  -0.052
H -3.492 -10.768 22.958  0.530
H -4.113 -8.210 22.632  0.437
H -3.958 -9.053 21.155  0.439
H -2.053 -7.353 22.445  -0.071
H -1.677 -10.638 24.137  -0.190
C 1.622 -12.016 25.513  0.626
C 0.592 -12.483 24.594  0.480
O -0.803 -12.238 24.871  -0.694
O 1.216 -12.474 26.839  -0.740
H 1.672 -10.928 25.526  -0.584
H 2.634 -12.354 25.293  0.173
H 0.694 -13.562 24.484  0.588
H 0.721 -12.076 23.591  -0.723
H -1.061 -12.826 25.585  0.277
H 0.908 -11.684 27.288  0.402
C -1.199 -3.721 25.244  -0.258
C -1.677 -4.488 24.006  -0.607
O -0.928 -5.698 23.974  0.871
O 0.221 -3.553 25.208  -0.388
H -1.413 -4.440 26.035  0.002
H -1.685 -2.751 25.353  0.422
H -1.522 -3.917 23.090  -0.046
H -2.709 -4.772 24.212  0.288
H -0.180 -5.317 24.440  -0.218
H 0.404 -2.955 24.479  0.153
C 7.876 -10.728 19.793  -0.426
C 7.853 -11.198 18.303  -0.623
O 7.040 -12.353 18.168  -0.576
O 6.638 -10.091 20.147  -0.519
H 8.651 -9.968 19.882  0.401
H 8.180 -11.517 20.480  0.418
H 8.879 -11.486 18.076  0.368
H 7.472 -10.452 17.605  0.341
H 7.322 -13.050 18.766  0.429
H 6.493 -10.220 21.087  0.021
C -1.112 -4.609 19.481  -0.616
C 0.342 -5.121 19.767  -0.011
O 0.389 -5.982 20.908  -0.303
O -1.385 -3.538 20.321  -0.443
H -1.784 -5.453 19.640  0.062
H -1.228 -4.196 18.480  0.600
H 1.012 -4.281 19.953  0.101
H 0.816 -5.686 18.964  -0.046
H -0.137 -5.512 21.559  -0.362
H -2.110 -3.028 19.954  0.304
C 4.724 -5.843 23.263  -0.521
C 4.744 -6.704 21.939  0.155
O 5.150 -8.043 22.130  -0.288
O 3.993 -6.375 24.339  -0.552
H 4.243 -4.886 23.062  0.060
H 5.752 -5.684 23.589  0.391
H 5.443 -6.288 21.214  0.594
H 3.730 -6.749 21.542  -0.406
H 4.545 -8.438 22.763  -0.193
H 3.066 -6.529 24.141  -0.057
C -4.142 -14.491 21.793  -0.482
C -2.697 -14.808 22.040  -0.636
O -1.934 -13.679 22.138  -0.213
O -4.680 -13.488 22.676  -0.499
H -4.736 -15.396 21.919  0.436
H -4.271 -14.232 20.742  0.263
H -2.298 -15.535 21.333  0.388
H -2.601 -15.387 22.959  0.323
H -2.405 -13.064 22.706  0.127
H -5.617 -13.692 22.638  0.295
C 1.655 -13.017 20.142  0.307
C 2.318 -13.503 21.430  -0.452
O 3.076 -12.445 21.925  0.954
O 2.590 -12.988 19.044  -0.599
H 1.121 -12.070 20.219  -0.681
H 0.968 -13.834 19.921  0.543
H 2.907 -14.417 21.356  0.113
H 1.573 -13.830 22.155  0.180
H 3.997 -12.632 21.725  -0.578
H 3.008 -12.132 19.158  0.036
C 2.626 -2.157 22.364  0.315
C 1.199 -1.699 22.016  -0.183
O 0.424 -1.301 23.132  -0.572
O 3.312 -0.967 22.642  -0.615
H 3.107 -2.717 21.562  -0.015
H 2.532 -2.751 23.273  0.004
H 0.746 -2.621 21.653  -0.024
H 1.125 -0.962 21.217  0.456
H -0.432 -1.137 22.729  0.333
H 4.236 -1.074 22.406  0.352
C 4.182 -10.179 27.356  0.132
C 3.873 -8.793 26.727  1.351
O 5.051 -8.252 26.092  -0.662
O 5.126 -10.029 28.386  -0.633
H 4.605 -10.797 26.564  -0.212
H 3.258 -10.696 27.616  0.137
H 3.495 -8.081 27.460  0.184
H 3.129 -8.797 25.931  -0.909
H 4.797 -7.762 25.307  0.285
H 6.012 -9.934 28.028  0.393
C 1.732 -9.319 22.457  0.519
C 1.087 -8.352 23.465  0.824
O 1.630 -7.101 23.264  2.352
O 3.007 -9.752 22.874  2.676
H 1.631 -8.985 21.424  -0.755
H 1.039 -10.153 22.350  -0.281
H 1.125 -8.784 24.465  -0.980
H 0.023 -8.295 23.235  -0.382
H 1.247 -6.729 22.466  -0.868
H 3.079 -10.690 22.683  -1.404
C 3.647 -9.420 18.872  0.625
C 2.280 -9.645 18.275  0.056
O 1.521 -8.469 18.097  -0.012
O 4.199 -10.649 19.136  -0.165
H 3.571 -8.730 19.713  -0.431
H 4.219 -8.878 18.119  0.487
H 1.689 -10.267 18.947  -0.582
H 2.404 -10.117 17.301  0.442
H 0.831 -8.426 18.763  -0.242
H 5.070 -10.450 19.488  -0.094